(1)
A single C7H19O3PSSi molecule, computed with ωB97M-V/def2-TZVPD.

The geometry in ORCA input format:
```
! RIJCOSX wB97M-V def2-TZVPD def2/J DEFGRID3
* xyz 0 1
C -0.3744 3.4653 0.8471
C -0.5089 2.0301 0.3769
O 0.8016 1.4286 0.3798
P 0.9463 -0.1622 0.3238
O 0.0398 -0.8938 1.2234
C 0.8622 -0.6280 -1.4159
C -0.5050 -0.6072 -2.1141
C -1.6258 -1.3390 -1.3700
Si -3.2078 -1.4588 -2.3554
S -4.5113 -2.9376 -1.4980
O 2.4948 -0.3161 0.6282
C 2.9437 -0.9384 1.8526
C 2.9175 0.0402 3.0073
H -0.3606 3.5308 1.9345
H -1.2029 4.0686 0.4748
H 0.5550 3.8883 0.4654
H -0.9189 1.9875 -0.6341
H -1.1524 1.4470 1.0383
H 1.5607 0.0323 -1.9376
H 1.2910 -1.6335 -1.4623
H -0.7962 0.4291 -2.3069
H -0.3688 -1.0602 -3.0999
H -1.8497 -0.8407 -0.4228
H -1.2988 -2.3458 -1.0933
H -2.9407 -1.8591 -3.7547
H -3.9031 -0.1513 -2.3733
H -3.8822 -2.9290 -0.3134
H 3.9547 -1.2791 1.6354
H 2.3146 -1.8045 2.0599
H 1.9134 0.4441 3.1391
H 3.2013 -0.4715 3.9284
H 3.6105 0.8641 2.8370
*
```

Its HOMO energy is -9.44 eV. The SMILES is CCOP(=O)(CCC[SiH2]S)OCC. The frontier orbital gap comes out at 10.22 eV. As for the LUMO energy: 0.029 Ha.



(2)
A single C4H6O molecule in a non-equilibrium geometry, computed with ωB97M-V/def2-TZVPD.

The geometry in ORCA input format:
```
! RIJCOSX wB97M-V def2-TZVPD def2/J DEFGRID3
* xyz 0 1
C -2.3352 0.6273 0.0688
C 0.3209 -0.3272 -0.2933
C -1.2940 -0.0890 -0.0177
C 2.0084 -0.0904 0.1333
O -0.6631 -1.2198 0.4094
H -3.1805 0.3742 0.5156
H -2.3232 1.6462 -0.2577
H 0.3576 -0.8385 -1.2179
H 2.3474 0.9586 0.1286
H 2.6277 -0.6245 -0.6240
H 2.1340 -0.4169 1.1551
*
```

The relative energy (zero: lowest compared OMol25 entry of this formula, charge and spin) comes out at 3.648 eV. Its HOMO energy is -9.45 eV. The SMILES is C=C1O[C@@H]1C. The frontier orbital gap comes out at 10.49 eV. As for the LUMO energy: 0.038 Ha.



(3)
8 unconnected molecules or ions with the total composition C49H91NO28 in a non-equilibrium geometry, computed with ωB97M-V/def2-TZVPD.

The geometry in ORCA input format:
```
! RIJCOSX wB97M-V def2-TZVPD def2/J DEFGRID3
* xyz 0 1
C 5.1722 -1.3668 -1.6195
C 4.4045 -0.5643 -2.5169
C 3.3918 0.5412 -3.2647
C 2.0197 0.8295 -2.3381
C 1.1593 -0.5493 -2.4551
C 0.4706 -0.7981 -3.9598
C 1.1831 2.0778 -2.9857
C 1.7905 2.7638 -4.3282
C 1.4872 1.9109 -5.7348
C 1.3705 2.9302 -7.0565
C 0.7030 2.1196 -8.3583
C 0.7772 0.4885 -8.2176
O 0.4062 -0.2632 -9.4261
C 0.8126 -1.6725 -9.1079
O 2.0359 -2.1633 -9.4330
C -0.1858 -2.7382 -8.3028
C 0.3267 -3.9749 -7.5965
O 2.5458 1.2247 -1.0650
C 1.7993 0.9645 0.1382
C 0.2188 1.3985 0.1681
O -0.5867 0.6581 1.1970
C -1.7262 1.5276 1.5300
C 2.0411 -0.5688 0.7617
O 2.6114 -0.5968 2.1055
C 3.1491 -1.9675 2.3960
C 1.9733 -3.1023 2.5307
C 2.3395 -4.3660 3.5130
C 1.0859 -4.4694 4.6096
C 1.6048 -5.3477 5.8951
C 0.8451 -6.8149 5.8568
C 1.8564 -7.8644 6.6563
C 0.9327 -9.1022 7.2117
C 2.5132 1.9942 1.2586
O 1.6757 2.2496 2.4360
N 1.4624 3.5598 2.6476
O 0.7883 3.6164 3.6874
H 6.0536 -1.6559 -0.8679
H 4.0746 1.5181 -3.3401
H 3.1417 0.0666 -4.3029
H 1.8135 -1.5341 -2.2824
H 0.2606 -0.6583 -1.7019
H -0.0531 -1.8668 -3.8642
H -0.4003 -0.0442 -4.1902
H 1.2626 -0.9089 -4.8132
H 1.1615 2.9286 -2.1475
H 0.0303 1.8413 -3.1862
H 2.9217 3.1140 -4.2542
H 1.1827 3.7812 -4.4846
H 2.3392 1.1573 -6.0066
H 0.4224 1.4400 -5.6195
H 0.6433 3.7996 -6.7652
H 2.4501 3.3033 -7.3789
H 1.1961 2.4099 -9.3793
H -0.4538 2.4050 -8.3204
H 1.8911 0.1967 -7.9220
H 0.0733 0.0893 -7.3444
H -1.3599 -2.5666 -8.2043
H 1.3413 -4.5171 -7.8854
H -0.2775 -4.4841 -6.7016
H 0.0400 2.5488 0.4354
H -0.3646 1.2325 -0.8399
H -2.5211 0.9980 2.2398
H -1.3892 2.5009 2.1256
H -2.2243 1.9158 0.5249
H 2.8590 -1.0491 0.0363
H 1.0818 -1.2604 0.6221
H 3.8651 -2.3255 1.5118
H 3.8462 -1.9560 3.3637
H 0.9815 -2.5486 2.8809
H 1.7172 -3.5344 1.4504
H 3.3906 -4.2895 4.0355
H 2.3062 -5.3692 2.8722
H 0.1481 -4.9547 4.0574
H 0.7430 -3.3736 4.8960
H 1.3980 -4.7555 6.8932
H 2.7645 -5.5436 5.7313
H -0.2023 -6.7858 6.3967
H 0.6740 -7.1988 4.7645
H 2.3395 -7.2372 7.5300
H 2.6805 -8.1953 5.8883
H 0.4803 -9.7432 6.3153
H 0.0346 -8.6288 7.7981
H 1.5676 -9.7976 7.9234
H 2.5677 3.0344 0.6724
H 3.6269 1.7120 1.4824
C 4.8628 -13.1675 9.9388
O 3.5873 -12.8077 9.4116
C 2.7581 -13.8587 9.1900
O 3.0168 -15.0333 9.4009
O 1.5910 -13.3765 8.6933
C 0.6155 -14.3777 8.4104
H 5.4425 -12.2507 10.0765
H 4.7543 -13.6557 10.9127
H 5.4017 -13.8136 9.2383
H 0.3371 -14.9142 9.3231
H 0.9846 -15.0722 7.6488
H -0.2759 -13.8798 8.0187
C -4.7383 1.0016 -1.3329
O -4.6149 2.3976 -1.5977
C -5.7942 3.0291 -1.8253
O -6.8990 2.5091 -1.8189
O -5.5314 4.3393 -2.0609
C -6.6882 5.1327 -2.3185
H -3.7353 0.5993 -1.1661
H -5.3323 0.8311 -0.4292
H -5.1787 0.4833 -2.1908
H -7.3602 5.1275 -1.4542
H -7.2066 4.7797 -3.2158
H -6.3605 6.1613 -2.4930
C -7.9413 -0.2973 -1.3575
O -9.1636 -0.7643 -0.7900
C -10.2544 -0.5647 -1.5719
O -10.2604 -0.0385 -2.6738
O -11.3375 -1.0521 -0.9158
C -12.5667 -0.9093 -1.6250
H -7.1368 -0.5081 -0.6476
H -7.7231 -0.8245 -2.2917
H -7.9805 0.7844 -1.5219
H -12.5334 -1.4612 -2.5699
H -12.7909 0.1479 -1.8001
H -13.3641 -1.3323 -1.0077
C 10.0469 -4.4820 1.1017
O 10.2148 -3.3783 1.9893
C 9.2822 -2.4025 1.8496
O 8.3551 -2.4051 1.0550
O 9.5598 -1.4234 2.7471
C 8.6534 -0.3228 2.7139
H 10.8466 -5.2006 1.3010
H 9.0869 -4.9773 1.2789
H 10.1292 -4.1556 0.0600
H 7.6376 -0.6518 2.9556
H 8.6800 0.1700 1.7366
H 8.9704 0.3991 3.4717
C 1.7733 0.6567 6.1239
O 1.8834 -0.5024 6.9476
C 3.1137 -0.6877 7.4892
O 4.0848 0.0347 7.3273
O 3.0765 -1.8159 8.2422
C 4.3118 -2.1379 8.8782
H 0.7490 0.7056 5.7444
H 1.9687 1.5635 6.7053
H 2.4541 0.5891 5.2692
H 4.6087 -1.3429 9.5698
H 5.0942 -2.3173 8.1337
H 4.1666 -3.0569 9.4527
C -7.1849 11.5799 -3.7017
O -7.0748 10.4208 -2.8780
C -5.8445 10.2355 -2.3364
O -4.8734 10.9579 -2.4983
O -5.8817 9.1073 -1.5834
C -4.6464 8.7852 -0.9474
H -8.2092 11.6288 -4.0812
H -6.9895 12.4867 -3.1203
H -6.5041 11.5122 -4.5564
H -4.3495 9.5803 -0.2558
H -3.8640 8.6058 -1.6919
H -4.7916 7.8662 -0.3729
C -2.9740 13.5431 -8.9719
O -3.7182 13.0511 -7.8591
C -2.9666 12.7706 -6.7648
O -1.7563 12.9042 -6.6725
O -3.7946 12.3158 -5.7907
C -3.1365 11.9785 -4.5712
H -3.6746 13.7335 -9.7895
H -2.4771 14.4849 -8.7179
H -2.2459 12.7983 -9.3090
H -2.6461 12.8578 -4.1412
H -2.4148 11.1711 -4.7323
H -3.8935 11.6272 -3.8646
*
```

Its HOMO energy is -9.23 eV. The SMILES is C#CC[C@](CC)(CCCCCCOC(=O)C=C)O[C@@](COC)(COCCCCCCCC)CON=O.COC(=O)OC.COC(=O)OC.COC(=O)OC.COC(=O)OC.COC(=O)OC.COC(=O)OC.COC(=O)OC. The frontier orbital gap comes out at 8.49 eV. As for the LUMO energy: -0.027 Ha.



(4)
4 unconnected molecules or ions with the total composition C4H15NO4 in a non-equilibrium geometry, computed with ωB97M-V/def2-TZVPD.

The geometry in ORCA input format:
```
! RIJCOSX wB97M-V def2-TZVPD def2/J DEFGRID3
* xyz 1 2
C -1.7161 -0.6441 -0.7932
N -0.3211 -0.9174 -1.0032
C 0.4238 0.1335 -1.7077
C 1.5373 -0.4278 -2.6033
C 0.3270 -1.6673 0.0140
O -2.4087 -1.3089 -0.0845
H -2.0811 0.1862 -1.4092
H -0.2515 0.7766 -2.2620
H 0.8696 0.6782 -0.8582
H 2.3451 -0.8519 -2.0127
H 1.9991 0.4107 -3.1252
H 1.0917 -1.0802 -3.3496
H 1.3365 -1.9291 -0.2882
H -0.2482 -2.5745 0.2506
H 0.3200 -1.2234 1.0249
H -1.0549 2.6345 0.9930
H 0.0013 2.2644 1.9929
O -0.1885 2.2225 1.0506
H -2.7972 0.2908 2.5613
H -1.7861 0.1978 1.4874
O -1.8477 0.4356 2.4145
H 1.2575 0.9147 3.3182
H 1.3283 0.7532 1.7964
O 1.8639 0.7259 2.5931
*
```

The expectation value of S² is 0.763. The relative energy (zero: lowest compared OMol25 entry of this formula, charge and spin) comes out at 0.000 eV. Its HOMO energy (spin up / spin down) is -14.69 / -14.67 eV. The frontier orbital gap (spin up / spin down) comes out at 10.49 / 5.96 eV. As for the LUMO energy (spin up / spin down): -0.154 / -0.320 Ha.



(5)
A single C3H5FN2OS molecule in a non-equilibrium geometry, computed with ωB97M-V/def2-TZVPD.

The geometry in ORCA input format:
```
! RIJCOSX wB97M-V def2-TZVPD def2/J DEFGRID3
* xyz 0 1
C 1.5679 -1.0916 -0.1923
C -0.0545 0.8603 0.0861
C -1.5778 0.9014 0.1575
H -1.2786 -1.4941 -0.1418
H 1.4432 -2.2283 -0.3782
H 2.7137 0.5231 -0.2465
H -1.8976 1.9208 -0.0092
H -1.8280 0.7102 1.2516
N 0.2443 -0.4744 -0.0110
N 2.6876 -0.4834 -0.3094
O -0.6703 -1.2975 0.5770
F -2.2144 0.0181 -0.7689
S 0.8645 2.1354 -0.0148
*
```

The relative energy (zero: lowest compared OMol25 entry of this formula, charge and spin) comes out at 2.160 eV. Its HOMO energy is -9.09 eV. The SMILES is [H]/N=C\N(O)C(=S)CF. The frontier orbital gap comes out at 8.94 eV. As for the LUMO energy: -0.006 Ha.



(6)
2 unconnected molecules or ions with the total composition C2H2ClO2P in a non-equilibrium geometry, computed with ωB97M-V/def2-TZVPD.

The geometry in ORCA input format:
```
! RIJCOSX wB97M-V def2-TZVPD def2/J DEFGRID3
* xyz 0 3
C 0.0667 -1.2350 0.8266
C -0.0004 -0.9852 -0.4644
O 0.1626 -1.5010 1.9567
O -1.6694 -3.0900 -0.7754
P -1.0700 -1.9853 -1.5641
Cl -1.2193 1.9178 1.4625
H -0.7192 2.3678 0.3868
H 0.5830 -0.1444 -0.8195
*
```

The expectation value of S² is 2.013. The relative energy (zero: lowest compared OMol25 entry of this formula, charge and spin) comes out at 0.274 eV. Its HOMO energy (spin up / spin down) is -7.18 / -10.17 eV. The frontier orbital gap (spin up / spin down) comes out at 7.47 / 6.98 eV. As for the LUMO energy (spin up / spin down): 0.011 / -0.117 Ha.